P | {"formula": "C6H10N4O2", "method": "ωB97M-V/def2-TZVPD", "lumo_ev": 0.82, "gap_ev": 8.69, "elements": ["C", "C", "C", "C", "C", "C", "N", "N", "N", "N", "O", "O", "H", "H", "H", "H", "H", "H", "H", "H", "H", "H"], "xyz": [[-0.8634, -0.8460, -0.7711], [-0.5025, 0.4757, -0.3371], [-0.2959, 0.2849, 1.0150], [-0.3454, 1.2640, 2.0928], [-0.8304, -1.7078, 2.5174], [2.0648, 0.2549, -2.3621], [-0.9989, -1.7462, 0.1859], [-0.5079, -1.0909, 1.2239], [-0.2153, 1.5381, -1.1487], [1.6482, -0.7349, -3.1079], [-0.3184, 1.0431, 3.2532], [-0.3904, 2.5367, 1.4726], [-1.1458, -1.1047, -1.8055], [-1.6673, -1.2754, 3.0626], [-0.9721, -2.8061, 2.3006], [-0.0245, -1.6149, 3.1128], [2.3487, 1.0208, -3.1399], [-0.3038, 1.3668, -2.1634], [0.3586, 2.3096, -0.8900], [-0.4262, 3.2086, 2.1612], [1.3781, -1.5663, -2.5878], [2.0098, -0.8102, -4.0844]]}

Q | {"formula": "C6H10N4O2", "method": "ωB97M-V/def2-TZVPD", "smiles": "[H]/N=C(\\N)NC=O.C[C@H](C#N)C=O", "lumo_ev": 0.18, "gap_ev": 9.22, "elements": ["H", "N", "C", "N", "N", "C", "O", "H", "H", "H", "H", "C", "C", "C", "N", "C", "O", "H", "H", "H", "H", "H"], "xyz": [[1.6691, -1.7445, -2.7153], [1.2525, -1.2423, -3.4933], [0.1810, -0.6494, -3.1441], [-0.4044, -0.6285, -1.9005], [-0.5365, 0.0923, -4.0910], [-0.1682, 0.2360, -5.4069], [-0.8025, 0.8823, -6.1885], [-1.2614, -0.1282, -1.7104], [0.0292, -1.1120, -1.1295], [-1.3776, 0.5680, -3.8155], [0.7498, -0.2921, -5.6394], [-1.0910, 0.2868, 4.0573], [0.2215, 0.7584, 3.4184], [0.2162, 0.5667, 1.9631], [0.1708, 0.4204, 0.8098], [1.4053, 0.0535, 4.0628], [2.2374, -0.5891, 3.4783], [-1.9451, 0.8445, 3.6483], [-1.0690, 0.4435, 5.1453], [-1.2595, -0.7815, 3.8612], [0.3473, 1.8383, 3.6183], [1.4350, 0.1769, 5.1717]]}

Least stable of them? P.

P | {"formula": "C3H6F2O", "method": "ωB97M-V/def2-TZVPD", "smiles": "COCC(F)F", "lumo_ev": 0.97, "gap_ev": 11.30, "elements": ["C", "O", "C", "C", "F", "F", "H", "H", "H", "H", "H", "H"], "xyz": [[1.8613, 0.1051, 0.0360], [0.5061, 0.4432, -0.3548], [-0.4446, -0.2849, 0.3407], [-1.6954, 0.1901, -0.3130], [-2.0597, 1.3810, 0.1906], [-2.7140, -0.7144, -0.0617], [2.5473, 0.7593, -0.5645], [2.0473, -0.9874, -0.3050], [1.9746, 0.3376, 0.9813], [-0.1419, -1.4007, 0.0593], [-0.3395, -0.2287, 1.4322], [-1.5416, 0.3998, -1.4411]]}

Q | {"formula": "C3H6F2O", "method": "ωB97M-V/def2-TZVPD", "smiles": "COC(C)(F)F", "lumo_ev": 1.01, "gap_ev": 11.95, "elements": ["C", "O", "C", "C", "F", "F", "H", "H", "H", "H", "H", "H"], "xyz": [[1.8514, -0.2748, 0.3807], [0.4590, -0.5539, 0.5152], [-0.4641, 0.3875, -0.0905], [-1.7825, -0.2517, -0.2537], [0.0730, 0.7502, -1.3295], [-0.4503, 1.6092, 0.5608], [1.9303, 0.7858, 0.3163], [2.4671, -0.7641, -0.3187], [2.1901, -0.4926, 1.4363], [-1.7205, -1.2801, -0.7211], [-2.2067, 0.1327, -1.1770], [-2.3469, -0.0480, 0.6814]]}

Least stable of them? P.

P | {"formula": "C6H15N", "method": "ωB97M-V/def2-TZVPD", "lumo_ev": -1.42, "gap_ev": 5.91, "elements": ["C", "C", "C", "C", "N", "C", "C", "H", "H", "H", "H", "H", "H", "H", "H", "H", "H", "H", "H", "H", "H", "H"], "xyz": [[0.0532, 1.5536, 0.4988], [-0.1915, 0.9088, 1.7456], [-1.4962, 0.2207, 2.0374], [0.8566, -0.0865, 1.3485], [0.1377, -1.0673, -1.1320], [-0.6302, -0.0596, -1.8361], [1.1561, -1.6324, -2.0673], [1.0836, 1.9232, 0.1337], [-0.5919, 2.4831, 0.3800], [1.8122, 0.4420, 1.1402], [0.0535, 1.3370, 2.7182], [-2.2772, 0.9347, 2.1232], [-1.7359, -0.4122, 1.1945], [-1.5520, -0.3117, 3.0241], [0.4850, -0.4389, -0.0063], [0.9425, -1.0643, 1.8707], [-0.0620, 0.8875, -1.9216], [-1.6124, 0.1456, -1.4250], [-0.9080, -0.4195, -2.8485], [1.7607, -2.4026, -1.5376], [1.9173, -0.8787, -2.4295], [0.7990, -2.0625, -3.0111]]}

Q | {"formula": "C6H15N", "method": "ωB97M-V/def2-TZVPD", "smiles": "CCCCCCN", "lumo_ev": 1.18, "gap_ev": 10.68, "elements": ["C", "C", "C", "C", "C", "C", "N", "H", "H", "H", "H", "H", "H", "H", "H", "H", "H", "H", "H", "H", "H", "H"], "xyz": [[2.4393, -1.3817, -0.2981], [1.0845, -1.4331, -1.0178], [-0.0971, -1.3598, -0.0528], [-0.0538, -0.1088, 0.8688], [-0.1184, 1.2425, 0.1301], [-1.5918, 1.5204, -0.2715], [-2.3171, 1.9057, 0.9673], [2.8685, -0.3937, -0.4482], [3.0226, -2.2358, -0.6303], [2.4400, -1.5591, 0.7921], [0.8467, -2.2189, -1.7277], [1.0698, -0.5296, -1.6276], [-0.1596, -2.2332, 0.5909], [-1.1143, -1.4595, -0.4672], [-0.8623, -0.1641, 1.6235], [0.8562, -0.1865, 1.4716], [0.3930, 1.2205, -0.8374], [0.3597, 2.0481, 0.7034], [-1.6181, 2.1204, -1.2147], [-1.9638, 0.5218, -0.4904], [-2.1720, 2.8957, 1.1365], [-3.3119, 1.7888, 0.7994]]}

Least stable of them? P.